1) Computed, not measured: a 2-piece molecular cluster, C6H10N overall, with ωB97M-V/def2-TZVPD.

Element x y z (Å)
C 1.690 -0.693 -0.950
C 1.419 -1.137 0.294
C -1.638 0.208 -1.398
C 1.046 0.208 -0.085
C 1.200 1.465 0.545
C -1.582 -0.788 0.854
N -1.085 -0.173 -0.346
H 2.346 -0.677 -1.882
H 1.745 -1.721 1.139
H -2.757 0.041 -1.502
H -1.115 0.562 -2.290
H 1.748 1.518 1.409
H 0.277 1.907 0.961
H 1.537 2.246 -0.170
H -0.932 -1.612 0.884
H -2.518 -1.145 0.882
H -1.381 -0.207 1.654

Results
- Net charge: +1
- E_LUMO: -3.9 eV
- HOMO-LUMO gap: 10.2 eV

Want to see where the charge sits? The natural (NBO) charges in e are: number 1, C, carries -0.098; number 2, C, carries -0.084; number 3, C, carries 0.023; number 4, C, carries 0.250; number 5, C, carries -0.725; number 6, C, carries -0.414; number 7, N, carries -0.362; number 8, H, carries 0.287; number 9, H, carries 0.276; number 10, H, carries 0.183; number 11, H, carries 0.204; number 12, H, carries 0.273; number 13, H, carries 0.284; number 14, H, carries 0.259; number 15, H, carries 0.208; number 16, H, carries 0.220; number 17, H, carries 0.218

=====

2) Computed, not measured: an isolated ion of composition C6H10N and charge +1, with ωB97M-V/def2-TZVPD.

Element x y z (Å)
C 3.035 -1.059 0.218
C 1.907 -0.633 0.244
C -1.076 -0.531 -1.495
C 0.563 0.022 0.419
C 0.662 1.374 -0.091
C -1.953 -0.430 0.741
N -0.952 -0.293 -0.255
H 3.965 -1.334 0.600
H -2.047 -0.630 -1.815
H -0.222 -0.517 -2.128
H 0.361 -0.008 1.448
H 0.739 1.385 -1.229
H 1.591 2.063 0.191
H -0.097 2.113 0.120
H -1.952 0.415 1.344
H -1.675 -1.206 1.395
H -2.848 -0.731 0.293

Results
- Net charge: +1
- E_LUMO: -4.7 eV
- HOMO-LUMO gap: 9.8 eV
- Structure (SMILES): C#C[C@@H](C)[N+](=C)C

Want to see where the charge sits? The natural (NBO) charges in e are: number 1, C, carries -0.086; number 2, C, carries -0.091; number 3, C, carries 0.114; number 4, C, carries -0.066; number 5, C, carries -0.664; number 6, C, carries -0.424; number 7, N, carries -0.193; number 8, H, carries 0.256; number 9, H, carries 0.214; number 10, H, carries 0.234; number 11, H, carries 0.240; number 12, H, carries 0.226; number 13, H, carries 0.280; number 14, H, carries 0.243; number 15, H, carries 0.240; number 16, H, carries 0.244; number 17, H, carries 0.235

=====

3) Computed, not measured: an isolated ion of composition C6H10N and charge +1, with ωB97M-V/def2-TZVPD.

Element x y z (Å)
C 1.068 -0.125 -0.223
C 2.253 -0.365 0.387
C 0.406 1.247 -0.348
C -0.976 -1.381 0.431
C 0.006 -1.124 -0.664
C -1.378 -0.232 -0.373
N -0.995 1.054 0.261
H 2.676 -1.319 0.643
H 2.818 0.524 0.639
H 1.022 2.152 0.140
H 0.167 1.606 -1.465
H -1.654 -2.207 0.223
H -0.743 -1.285 1.441
H 0.040 -1.596 -1.598
H -2.230 -0.238 -1.059
H -0.939 0.956 1.264
H -1.637 1.738 -0.150

Results
- Net charge: +1
- E_LUMO: -3.4 eV
- HOMO-LUMO gap: 10.7 eV
- Structure (SMILES): C=C1C[NH2+][C@@H]2C[C@H]12

Want to see where the charge sits? The natural (NBO) charges in e are: number 1, C, carries -0.083; number 2, C, carries -0.291; number 3, C, carries -0.248; number 4, C, carries -0.418; number 5, C, carries -0.200; number 6, C, carries -0.106; number 7, N, carries -0.519; number 8, H, carries 0.237; number 9, H, carries 0.214; number 10, H, carries 0.252; number 11, H, carries 0.245; number 12, H, carries 0.258; number 13, H, carries 0.234; number 14, H, carries 0.262; number 15, H, carries 0.261; number 16, H, carries 0.444; number 17, H, carries 0.458

=====

4) Computed, not measured: a 2-piece molecular cluster, C6H10N overall, with ωB97M-V/def2-TZVPD.

Element x y z (Å)
C 2.393 -1.416 -1.564
C 1.428 -0.977 -1.020
C -0.128 -0.688 2.268
C -0.720 -0.603 1.022
C -1.325 0.115 -1.113
C 0.212 1.450 0.138
N -0.480 0.239 0.014
H 3.243 -1.293 -2.191
H -0.298 -1.390 3.031
H 0.289 0.228 2.652
H -1.339 -1.436 0.641
H -1.446 -0.970 -1.387
H -2.206 0.699 -1.015
H -0.863 0.613 -2.055
H 1.035 1.173 0.722
H 0.590 1.989 -0.843
H -0.387 2.269 0.701

Results
- Net charge: +1
- E_LUMO (spin up / spin down): -6.7 / -7.2 eV
- HOMO-LUMO gap (spin up / spin down): 7.7 / 7.8 eV

Want to see where the charge sits? The natural (NBO) charges in e are: number 1, C, carries -0.310; number 2, C, carries 0.042; number 3, C, carries -0.173; number 4, C, carries 0.039; number 5, C, carries -0.451; number 6, C, carries -0.464; number 7, N, carries -0.165; number 8, H, carries 0.263; number 9, H, carries 0.242; number 10, H, carries 0.207; number 11, H, carries 0.235; number 12, H, carries 0.252; number 13, H, carries 0.251; number 14, H, carries 0.257; number 15, H, carries 0.236; number 16, H, carries 0.278; number 17, H, carries 0.260

=====

The winner here is 3), beating the second structure by 182.3 kJ/mol.